The following is a quantum chemistry calculation of 2 unconnected molecules or ions with the total composition C16H30N2O6S, from the OMol25 dataset.

The calculation puts the HOMO-LUMO gap at 0.356 hartree. The calculation puts the HOMO energy at -9.03 eV. For the LUMO energy, the calculation gives 0.7 eV. As for the multiplicity: 1.

XYZ file:
```
55
C16H30N2O6S, DFT ωB97M-V/def2-TZVPD
H -1.10290 6.45502 1.01716
O -2.04246 -2.00461 -2.90883
C 2.83746 -2.25148 2.18462
C -1.87575 1.49064 1.28619
H 0.60505 1.99691 -0.38596
O -1.38557 3.81722 1.58938
H -0.86564 5.15760 3.08332
H -1.18662 0.39247 -0.85851
H -2.13500 2.63202 3.11617
H -2.60674 -4.59588 -1.72073
C -4.59869 -1.60661 -2.37897
C 3.13733 0.28058 -2.63563
H 3.89420 -2.31689 1.92207
H 3.74940 2.22517 -3.29515
C 0.55058 -0.75879 -0.28986
O -0.83486 0.53806 1.19157
H 0.46984 4.22781 2.40040
H -1.51795 -1.06037 0.09669
C 1.98714 -2.25508 0.88604
H 1.81216 -4.91661 -0.61300
S -3.33474 -2.73422 -2.98142
H -5.54715 -2.13662 -2.29183
C 3.08336 1.66578 -2.65218
H 0.10131 -3.22810 0.95288
C 1.13080 -3.52336 0.73720
H -0.46330 2.30207 2.65520
O 1.19084 -1.07709 0.93724
H 1.46395 -3.49873 -1.30333
H 3.85905 -0.23928 -3.25449
N 2.33107 -0.47393 -1.88869
N 1.14709 -4.15432 -0.59686
O 3.51219 -0.09825 2.55123
H -3.15420 -3.27206 -0.66154
C -3.37369 -3.83977 -1.56590
H -4.28980 -1.20407 -1.41402
C -1.44872 2.57584 2.26365
C 1.43533 0.14666 -1.11971
H 2.09943 3.39100 -1.82011
C 1.32539 1.53430 -1.04862
H 0.02947 5.39154 0.18033
C -0.21369 5.83894 1.14487
C -0.47174 4.73313 2.15025
O 2.62580 -1.12184 2.99514
H 1.45453 -4.28174 1.44891
C 2.16515 2.31105 -1.83460
H -4.69231 -0.80198 -3.10519
H 0.39577 -1.66118 -0.88785
H 2.59868 -3.10037 2.82855
H -2.79445 1.00269 1.63613
H -2.08185 1.94106 0.30977
H -4.35420 -4.31166 -1.50001
C -0.84045 -0.20294 -0.00836
H 0.62145 6.46045 1.46503
H 2.67262 -2.17653 0.03588
H 2.92602 0.39635 1.95547
```